# C4H22NO11

9 unconnected molecules or ions with the total composition C4H22NO11 (ωB97M-V with the def2-TZVPD basis set, the OMol25 dataset).

Structure (XYZ):
```
38
Properties=species:S:1:pos:R:3:lowdin_charge:R:1
O -1.2143 -2.2950 -3.4482 0.047
C -1.2606 -1.2889 -2.7813 -0.219
C 0.0932 -0.6304 -2.4701 -0.328
C 0.4072 -0.9113 -0.9856 -0.056
C 1.1945 0.2002 -0.3001 -0.621
O 1.8410 1.0523 -0.9272 0.001
O 1.1485 0.1521 0.9921 -0.149
N -0.1821 0.7800 -2.8260 0.047
H -2.1414 -0.6716 -2.5257 0.120
H 0.8989 -0.9227 -3.1512 0.140
H -0.5708 -0.9327 -0.4677 0.091
H 0.9915 -1.8105 -0.7899 0.133
H 0.5998 1.3904 -2.6659 0.055
H -0.9820 1.0587 -2.2655 0.053
H 0.4451 1.8963 1.3803 0.027
H -0.6726 1.4962 2.3486 0.039
O -0.4430 2.1522 1.6859 -0.029
H 3.2257 -1.2361 -1.9575 0.011
H 3.2425 -0.3316 -0.7689 0.010
O 3.7569 -1.0471 -1.1914 -0.057
H -0.5216 -2.8209 1.2046 -0.001
H -1.7039 -3.2436 0.2746 0.024
O -1.0374 -3.5735 0.8877 -0.075
H -2.7756 -0.8579 0.2758 -0.011
H -2.8867 0.7365 -0.1765 -0.022
O -3.2573 -0.1671 -0.1783 -0.089
H 2.5431 2.8036 1.0461 0.012
H 2.2315 1.4315 1.5213 -0.026
O 2.9282 2.1311 1.5894 -0.070
H 1.2945 0.6140 2.9451 -0.005
H 1.1107 -0.6185 3.7998 0.053
O 0.8848 0.3208 3.7721 -0.053
H -1.7359 2.1780 0.7235 0.002
H -1.9927 2.7998 -0.6383 0.047
O -2.4779 2.4015 0.0941 -0.085
H -0.2649 -0.6512 1.7956 0.026
H -1.5376 -0.5327 2.4541 0.057
O -1.1794 -1.0518 1.7249 -0.098
```

Relative energy (zero: lowest compared OMol25 entry of this formula, charge and spin) (kcal per mole): 38.74
Charge: -1

# C5H9NO

2 unconnected molecules or ions with the total composition C5H9NO (ωB97M-V with the def2-TZVPD basis set, the OMol25 dataset).

Structure (XYZ):
```
16
Properties=species:S:1:pos:R:3:lowdin_charge:R:1
C -2.4580 0.2546 -0.1299 -0.063
C -2.2131 -0.5198 1.0865 -0.287
N -2.0096 -1.1283 2.0496 0.134
O 0.1963 -1.1617 -0.0609 -0.052
C 0.9864 -0.0567 0.2727 -0.408
C 1.3998 0.7921 -0.8794 -0.110
C 2.4191 -0.0620 -0.1595 -0.100
H -1.7352 1.0726 -0.1860 0.082
H -2.3187 -0.3821 -1.0052 0.087
H -3.4748 0.6548 -0.1222 0.083
H 0.0586 -1.6838 0.7414 0.083
H 0.7337 0.4329 1.2146 0.144
H 1.0703 0.4542 -1.8582 0.106
H 1.4309 1.8698 -0.7518 0.098
H 2.7497 -0.9566 -0.6786 0.105
H 3.1645 0.4200 0.4670 0.098
```

Relative energy (zero: lowest compared OMol25 entry of this formula, charge and spin) (kcal per mole): 49.46
SMILES: OC1CC1.CC#N

# C4H8O2

C4H8O2 in the gas phase (ωB97M-V with the def2-TZVPD basis set, the OMol25 dataset).

Structure (XYZ):
```
14
Properties=species:S:1:pos:R:3:lowdin_charge:R:1
C -2.0634 -0.4086 0.6687 -0.071
C -1.0062 -0.0733 -0.3688 -0.256
O 0.1458 0.4763 0.2583 -0.121
C 1.2230 0.7706 -0.6195 -0.494
O 1.0975 1.2860 -1.6921 0.136
C 2.3324 0.0580 0.0716 0.022
H -1.7489 -1.2142 1.3419 0.077
H -2.3078 0.4704 1.2712 0.079
H -2.9734 -0.7424 0.1575 0.078
H -0.7263 -0.9830 -0.9283 0.131
H -1.3496 0.6770 -1.0766 0.117
H 2.6025 0.5368 1.0116 0.092
H 3.2278 -0.1921 -0.5166 0.099
H 1.5466 -0.6614 0.4212 0.110
```

Relative energy (zero: lowest compared OMol25 entry of this formula, charge and spin) (kcal per mole): 33.80
SMILES: CCOC(C)=O

# C2H2F2O3

2 unconnected molecules or ions with the total composition C2H2F2O3 (ωB97M-V with the def2-TZVPD basis set, the OMol25 dataset).

Structure (XYZ):
```
9
Properties=species:S:1:pos:R:3:lowdin_charge:R:1
C -0.8210 -1.3764 2.2912 -0.126
C -0.2342 0.6477 -1.1536 -0.601
O -1.1066 -2.2308 1.2894 0.013
O 0.7818 0.9157 -0.4210 0.217
O -0.9990 -0.2627 -1.0570 0.155
F -0.6948 -2.1520 3.3476 0.014
F -0.3705 1.5273 -2.1752 0.120
H 1.1534 1.7867 -0.3639 0.142
H -1.1773 -1.8082 0.4091 0.066
```

Relative energy (zero: lowest compared OMol25 entry of this formula, charge and spin) (kcal per mole): 47.88

# C23H37N3O3

C23H37N3O3 in the gas phase (ωB97M-V with the def2-TZVPD basis set, the OMol25 dataset).

Structure (XYZ):
```
66
Properties=species:S:1:pos:R:3:lowdin_charge:R:1
C -0.6673 6.8172 3.7173 -0.097
H -1.4139 6.2778 4.3093 0.095
O 0.4579 6.0174 3.4520 -0.091
C 0.2752 4.8671 2.7340 -0.277
C -0.9356 4.4126 2.2401 -0.024
C -0.9904 3.2255 1.5239 0.004
C 0.1505 2.4800 1.2903 -0.147
C 1.3832 2.9451 1.7944 -0.194
C 1.4369 4.1238 2.5061 0.055
H 2.3590 4.5106 2.9065 0.116
O 2.4749 2.1480 1.5203 -0.106
C 3.7327 2.5643 1.9903 -0.079
H 4.0190 3.5314 1.5659 0.099
H 4.4393 1.8031 1.6606 0.089
H 3.7518 2.6266 3.0825 0.099
N 0.1876 1.2800 0.5826 0.164
C -0.8416 0.6086 -0.0177 -0.466
O -1.9940 1.0031 0.0081 0.055
N -0.4870 -0.5517 -0.6668 0.025
C 0.8391 -1.1504 -0.7233 -0.284
H 0.7022 -2.0641 -1.3087 0.124
C 1.8851 -0.3254 -1.4916 -0.131
C 3.1414 -1.1709 -1.6938 -0.191
C 3.6985 -1.6253 -0.3475 -0.200
C 2.6554 -2.4325 0.4203 -0.191
C 1.3933 -1.6002 0.6386 -0.131
H 1.6425 -0.7541 1.2795 0.108
H 0.6358 -2.1898 1.1587 0.117
H 3.0618 -2.7451 1.3842 0.111
H 2.4094 -3.3353 -0.1447 0.114
H 4.5955 -2.2284 -0.5012 0.109
H 3.9803 -0.7490 0.2408 0.107
H 3.8934 -0.5894 -2.2307 0.111
H 2.9020 -2.0468 -2.3019 0.115
H 2.1655 0.5861 -0.9634 0.106
H 1.4724 -0.0271 -2.4574 0.115
C -1.5846 -1.2924 -1.2825 -0.267
C -1.3737 -1.5734 -2.7841 -0.095
C -1.1485 -3.0522 -3.0857 -0.199
N -2.2895 -3.8427 -2.6691 -0.150
C -2.8742 -3.4088 -1.4074 -0.168
C -1.9042 -2.5988 -0.5476 -0.109
H -1.0008 -3.1838 -0.3688 0.106
H -2.3569 -2.3738 0.4189 0.126
H -3.2285 -4.2747 -0.8474 0.107
H -3.7480 -2.7819 -1.6296 0.127
C -2.1064 -5.2730 -2.8516 -0.428
C -3.4668 -5.9634 -2.9611 -0.060
H -3.3382 -6.9871 -3.3037 0.074
H -4.0906 -5.4292 -3.6720 0.079
H -3.9785 -5.9861 -2.0027 0.069
C -1.2356 -5.9623 -1.7888 -0.054
H -1.1008 -7.0093 -2.0477 0.076
H -1.7012 -5.9099 -0.8075 0.073
H -0.2532 -5.4982 -1.7324 0.064
H -1.6022 -5.3805 -3.8205 0.137
H -0.2054 -3.3928 -2.6209 0.104
H -1.0327 -3.1832 -4.1681 0.123
H -0.5308 -0.9934 -3.1599 0.109
H -2.2609 -1.2550 -3.3314 0.121
H -2.4490 -0.6307 -1.1739 0.137
H 1.1165 0.8999 0.5246 0.083
H -1.9292 2.8673 1.1371 0.103
H -1.8486 4.9625 2.3985 0.102
H -0.2977 7.6659 4.2911 0.091
H -1.1305 7.1792 2.7935 0.095
```

Relative energy (zero: lowest compared OMol25 entry of this formula, charge and spin) (kcal per mole): 11.73
SMILES: COc1ccc(NC(=O)N(C2CCCCC2)C2CCN(C(C)C)CC2)c(OC)c1

# C15H47NO9

9 unconnected molecules or ions with the total composition C15H47NO9 (ωB97M-V with the def2-TZVPD basis set, the OMol25 dataset).

Structure (XYZ):
```
72
Properties=species:S:1:pos:R:3:lowdin_charge:R:1
C -1.2988 2.1938 0.9831 -0.156
O -2.7342 1.8043 0.9174 -0.215
H -0.9166 2.3007 1.9982 0.059
H -0.6890 1.4312 0.4986 0.054
H -1.2040 3.1430 0.4558 0.027
H -3.0761 2.2831 0.1588 -0.010
C -3.5043 0.3459 -2.2222 -0.248
O -3.3606 -0.1782 -3.4777 -0.113
H -3.1934 -0.3439 -1.4376 0.068
H -2.9351 1.2713 -2.1344 0.048
H -4.5694 0.4970 -2.0465 0.068
H -2.5788 -0.7228 -3.3598 0.070
C -4.5303 -1.0263 1.6506 -0.166
O -5.7409 -1.3717 2.3454 -0.149
H -4.6569 -1.4669 0.6617 0.063
H -4.4137 0.0330 1.4217 0.052
H -3.6757 -1.4673 2.1637 0.081
H -6.5384 -0.9139 2.0697 0.067
C 0.6123 0.5688 5.3818 -0.154
O -0.3333 1.6566 5.4022 -0.156
H 0.2522 -0.3065 5.9226 0.068
H 0.8836 0.3984 4.3399 0.069
H 1.4740 0.9181 5.9506 0.065
H -1.0105 1.4680 4.7484 -0.003
C 0.3456 2.3301 -3.4624 -0.258
O 0.4499 3.4450 -2.7126 -0.161
H 1.1520 2.2332 -4.1893 0.074
H 0.4239 1.5212 -2.7361 0.058
H -0.6440 2.3543 -3.9188 0.075
H -0.3962 3.6336 -2.3002 0.039
C -3.5356 0.6428 4.6440 -0.136
O -2.3165 0.7421 3.9258 -0.143
H -3.7300 -0.4084 4.8568 0.079
H -3.5880 1.2354 5.5573 0.082
H -4.3760 1.0079 4.0537 0.079
H -2.5599 0.7603 2.9974 0.049
O -6.0155 3.6416 -1.5728 -0.120
H -6.4622 2.8372 -1.8367 0.002
H -5.3193 3.3478 -0.9853 -0.041
O -5.1871 3.6444 1.1205 -0.130
H -5.7017 4.4412 1.2491 0.023
H -4.2777 3.9288 1.2116 -0.012
C 2.6491 -0.4967 0.9441 -0.047
C 3.5403 -0.8805 -0.2736 -0.451
C 4.7460 -1.7590 0.3411 -0.106
C 5.5770 -2.5499 -0.7431 -0.144
C 4.5325 -3.4456 -1.6082 -0.111
C 3.2728 -2.7423 -2.2102 -0.494
N 2.7385 -1.7491 -1.2138 -0.137
O 1.5158 -1.2135 -1.6501 -0.023
C 3.7961 -1.9520 -3.4719 -0.036
C 2.1997 -3.7661 -2.5450 -0.031
C 3.9498 0.4135 -0.9678 -0.033
H 2.3796 -1.4101 1.4743 0.080
H 3.2008 0.0892 1.6793 0.080
H 1.8274 0.1172 0.5752 0.072
H 5.5031 -1.0681 0.7120 0.106
H 4.4648 -2.5450 1.0420 0.110
H 6.1388 -1.9365 -1.4474 0.085
H 6.3428 -3.1497 -0.2513 0.092
H 4.0525 -4.2419 -1.0393 0.098
H 5.0154 -3.9232 -2.4607 0.103
H 3.2041 -1.2344 -4.0399 0.073
H 3.9969 -2.7445 -4.1929 0.068
H 4.7359 -1.4406 -3.2637 0.070
H 2.6217 -4.2673 -3.4161 0.080
H 1.2832 -3.2637 -2.8541 0.081
H 2.0356 -4.4260 -1.6931 0.086
H 3.7827 1.2755 -0.3219 0.081
H 5.0196 0.4376 -1.1751 0.074
H 3.4760 0.6197 -1.9276 0.072
H 1.8775 -0.6009 -2.2948 0.056
```

Multiplicity: 2
<S²>: 0.7506
Charge: -1

# C11H28NO6P

3 unconnected molecules or ions with the total composition C11H28NO6P (ωB97M-V with the def2-TZVPD basis set, the OMol25 dataset).

Structure (XYZ):
```
47
Properties=species:S:1:pos:R:3:lowdin_charge:R:1
C -1.0423 -0.3149 0.1836 -0.108
C -2.1706 -1.5271 0.3134 -0.188
O -3.3234 -1.1435 -0.5159 -0.257
N -4.2076 -0.3814 0.1596 -0.192
P -4.0747 1.3480 -0.3883 0.811
O -4.9687 2.2977 0.5206 -0.492
C -5.5750 -0.8050 -0.4130 -0.309
O -5.5629 -1.5496 -1.5388 0.008
O -6.8595 -0.3829 0.1891 0.013
H -1.2312 0.1649 -0.8925 0.078
H -1.3685 0.5011 0.9753 0.070
H 0.0619 -0.6837 0.3122 0.087
H -1.6893 -2.4949 -0.1834 0.142
H -2.4146 -1.7438 1.4377 0.134
H -2.7248 1.8491 -0.3500 0.021
H -4.5633 1.4166 -1.7660 0.050
H -6.9931 -0.8333 1.0815 0.140
C 3.0161 1.4206 -3.1259 -0.084
C 2.7753 -0.0083 -2.6715 -0.278
O 1.4209 -0.4266 -2.8152 -0.179
C 0.8963 -0.4402 -4.1398 -0.279
C 1.6280 -1.3934 -5.0683 -0.083
H 2.3080 2.1043 -2.6464 0.082
H 4.0346 1.7345 -2.8789 0.077
H 2.8879 1.5231 -4.2071 0.066
H 3.0102 -0.0796 -1.6043 0.116
H 3.4461 -0.7051 -3.1842 0.106
H 0.8740 0.5733 -4.5514 0.106
H -0.1468 -0.7648 -4.0568 0.118
H 2.6493 -1.0550 -5.2630 0.066
H 1.1104 -1.4649 -6.0294 0.078
H 1.6935 -2.3921 -4.6250 0.084
C 2.7364 1.8563 3.1396 -0.081
C 1.2901 1.4008 3.2231 -0.277
O 1.1095 0.0280 2.8866 -0.188
C 1.7722 -0.9226 3.7154 -0.277
C 1.3151 -0.8829 5.1630 -0.083
H 3.1688 1.5975 2.1675 0.081
H 2.8057 2.9389 3.2814 0.079
H 3.3508 1.3787 3.9079 0.067
H 0.7004 1.9767 2.5021 0.115
H 0.8653 1.6107 4.2098 0.108
H 2.8572 -0.8033 3.6401 0.106
H 1.5390 -1.9101 3.3021 0.118
H 1.6153 0.0485 5.6506 0.067
H 1.7539 -1.7119 5.7262 0.078
H 0.2242 -0.9483 5.2267 0.083
```

SMILES: CCON([PH2]=O)C(=O)O.CCOCC.CCOCC

Number 1: E_tot -28520.40994 eV. Number 2: E_tot -8867.06798 eV. Number 3: E_tot -8371.81609 eV. Number 4: E_tot -13682.29579 eV. Number 5: E_tot -35064.78321 eV. Number 6: E_tot -36228.79862 eV. Number 7: E_tot -34918.99201 eV.